(1)
23
Properties=species:S:1:pos:R:3:forces:R:3:mulliken_charge:R:1 method="wB97M-V/def2-TZVPD" e_lumo_ev=0.620 fmax_ha_per_bohr=0.1621 e_above_lowest_ev=6.5190
C 2.386 -0.610 0.089 0.799 -0.141 -1.624 0.58
C 1.251 -1.436 0.234 -1.451 -1.221 -2.247 -1.03
C -0.032 -0.760 -0.013 0.431 -1.202 -1.467 0.59
C -2.480 -0.901 0.115 -2.374 1.193 -0.307 -0.13
C -2.364 0.538 0.907 -6.482 -5.034 -1.453 -0.61
C -2.934 0.336 -0.722 1.057 1.231 3.197 -0.56
C 1.051 1.264 -0.076 2.461 -1.456 -0.797 0.17
H 4.400 -0.163 -0.350 -2.544 -4.236 1.984 0.34
H 3.977 -1.819 1.077 -0.847 3.068 -4.637 0.33
H 1.488 -2.566 -0.206 -1.149 2.824 1.955 0.14
H -0.964 -2.501 -0.731 -1.691 2.605 1.450 0.31
H -3.449 -1.606 0.489 3.306 1.732 -0.862 0.30
H -3.223 0.234 1.642 1.803 1.941 -0.818 0.25
H -1.504 1.116 1.067 0.264 0.231 0.543 0.40
H -3.878 0.855 -1.126 1.244 -1.575 1.009 0.25
H -2.000 0.745 -1.073 -0.314 0.042 -1.301 0.29
H 2.026 2.964 -0.475 -1.667 -0.779 2.007 0.32
H 0.418 3.063 -0.241 -2.159 1.443 -0.439 0.30
N 3.693 -1.176 -0.034 2.231 1.292 2.871 -0.66
N -1.243 -1.528 -0.307 3.814 -0.151 0.287 -0.14
N -0.131 0.639 -0.168 2.811 -1.608 1.002 -0.36
N 1.195 2.649 0.166 2.515 -1.283 -2.333 -0.55
N 2.320 0.663 -0.263 -2.058 1.084 1.979 -0.54

***

(2)
23
Properties=species:S:1:pos:R:3:forces:R:3:mulliken_charge:R:1 method="wB97M-V/def2-TZVPD" e_lumo_ev=0.638 fmax_ha_per_bohr=0.0991 e_above_lowest_ev=4.1305
C 2.118 -0.909 0.591 -2.235 -0.024 -1.813 -0.69
C 2.106 0.355 0.235 0.684 0.770 1.561 -0.65
C -1.955 0.832 0.312 4.457 -0.151 2.468 0.74
C -1.349 -1.235 -0.254 0.228 -1.383 -0.205 0.43
C 0.877 -1.790 0.672 0.006 0.797 -0.798 -0.34
C 0.828 1.024 0.105 -2.212 0.205 -1.069 0.46
C 0.443 1.077 -1.419 1.239 -3.748 1.009 -1.34
N -2.317 -0.188 -0.273 -0.472 0.310 -0.423 -0.55
N -1.540 -2.275 -0.956 -0.910 -0.166 0.037 -0.72
N -0.180 0.335 1.001 -2.232 2.860 -0.887 -0.77
N -0.303 -0.974 0.621 -1.401 -0.076 -0.341 0.21
N -2.311 2.087 0.720 1.716 -1.564 -0.091 -0.45
H 3.023 -1.340 0.536 3.037 -2.005 0.634 0.53
H 2.993 1.001 0.315 -0.126 -0.599 -0.566 0.34
H 0.640 -2.513 -0.149 1.372 0.257 0.674 0.21
H 0.975 -2.263 1.628 -0.335 -0.825 0.562 0.24
H 0.848 2.013 0.519 0.233 0.790 0.027 0.36
H 0.223 -0.006 -1.818 0.804 1.965 0.670 0.25
H 1.169 1.566 -2.021 0.958 0.106 -0.417 0.45
H -0.422 1.575 -1.562 -3.006 1.848 -0.325 0.44
H -0.988 -3.114 -0.798 0.242 0.616 0.036 0.25
H -3.318 2.213 0.628 0.577 0.891 0.650 0.30
H -1.559 2.528 1.366 -2.624 -0.873 -1.392 0.30

***

(3)
20
Properties=species:S:1:pos:R:3:forces:R:3:mulliken_charge:R:1 method="wB97M-V/def2-TZVPD" e_lumo_ev="0.723 / 0.723" fmax_ha_per_bohr=0.0772 e_above_lowest_ev=5.5121
C 3.255 0.677 -0.045 -1.523 1.374 -2.342 -0.70
C -2.686 -1.852 -0.757 -0.427 -1.568 0.276 -0.65
C 2.757 0.246 1.066 -0.931 -0.747 2.195 -0.16
C -2.381 -0.657 -0.302 -0.496 -0.119 -0.612 -0.10
C 0.294 0.053 0.208 -0.105 1.041 -0.238 -0.33
C 1.265 0.210 1.368 0.205 2.857 0.089 -0.49
C -1.958 0.432 -1.160 3.452 0.607 -1.866 -0.42
N -0.432 1.009 -0.335 -1.282 -1.368 0.290 0.32
O -0.366 2.229 -0.037 -0.181 -0.590 -0.555 -0.64
H 4.262 0.735 -0.304 1.680 0.029 -0.001 0.33
H 2.572 1.135 -0.810 0.551 -0.794 0.635 0.18
H -2.977 -2.721 -0.121 0.254 1.020 -0.393 0.25
H -2.659 -2.061 -1.813 0.044 -0.024 -0.314 0.25
H 3.368 -0.024 1.950 -0.153 -0.085 -0.795 0.30
H -2.374 -0.458 0.727 -0.198 0.272 1.412 0.40
H 0.122 -0.968 -0.124 -0.152 0.396 -0.104 0.41
H 1.042 -0.637 1.945 -0.049 -1.299 1.132 0.31
H 1.121 1.138 2.091 -0.401 -1.661 -1.725 0.27
H -2.453 1.370 -1.280 -0.539 0.602 0.952 0.28
H -1.774 0.143 -2.268 0.251 0.055 1.963 0.21

***

(4)
20
Properties=species:S:1:pos:R:3:forces:R:3:mulliken_charge:R:1 method="wB97M-V/def2-TZVPD" e_lumo_ev=0.758 smiles="N[C@H]1C=C[C@H](O)C=CC1" fmax_ha_per_bohr=0.0548 e_above_lowest_ev=2.5953
C 1.671 -0.397 -0.305 0.567 -0.289 0.108 0.05
C 1.353 1.070 -0.756 0.491 -0.457 1.840 -0.89
C 0.171 1.797 -0.076 0.682 -2.600 -0.853 -0.52
C -0.974 1.200 0.242 -1.639 1.654 0.920 -0.44
C -1.456 -0.218 0.401 -0.456 0.057 -1.899 0.39
C -0.682 -1.326 -0.350 -0.880 0.881 0.914 -0.49
C 0.627 -1.477 -0.416 -0.218 0.647 -0.509 -0.52
H 2.311 -1.265 1.426 0.282 -0.515 -0.002 0.29
H 1.431 0.030 1.649 0.302 0.111 -0.203 0.31
H 2.500 -0.777 -0.953 -0.394 0.599 0.370 0.38
H 2.294 1.620 -0.591 -0.348 -0.125 0.271 0.37
H 1.282 1.056 -1.807 -0.709 0.110 -1.415 0.37
H 0.280 2.818 0.174 0.045 1.056 -0.307 0.41
H -1.828 1.908 0.529 1.303 -0.942 0.075 0.28
H -1.534 -0.407 1.481 0.587 -0.316 -0.228 0.18
H -3.024 0.278 -0.735 0.202 -0.158 0.095 0.32
H -1.280 -2.090 -0.813 -0.562 -0.565 0.699 0.41
H 0.940 -2.507 -0.539 0.507 0.089 -0.803 0.36
N 2.181 -0.340 1.056 -0.047 0.709 1.018 -0.68
O -2.862 -0.272 0.043 0.285 0.054 -0.090 -0.57

***

(5)
21
Properties=species:S:1:pos:R:3:forces:R:3:mulliken_charge:R:1 method="wB97M-V/def2-TZVPD" e_lumo_ev=0.483 smiles="C=C[C@@H](N)CC(=C)C(=O)O" fmax_ha_per_bohr=0.0704 e_above_lowest_ev=2.2275
C -1.017 -0.502 -0.180 0.189 -2.786 -2.306 0.15
C 0.380 0.095 -0.411 -0.388 0.140 0.407 -1.06
C 1.385 0.854 1.768 -0.061 -0.326 0.145 0.64
C 0.690 1.248 0.504 0.465 0.191 -0.382 0.52
N -1.331 -0.800 1.167 0.287 0.302 0.810 -0.53
C -0.955 -1.939 -1.076 -0.454 2.122 0.642 -0.21
C 0.482 2.520 0.171 0.128 -0.265 0.084 -1.23
C -0.782 -2.014 -2.385 0.051 0.216 -0.035 -0.74
O 2.269 1.728 2.282 0.133 0.254 0.249 -0.48
O 1.235 -0.218 2.290 0.192 0.243 -0.072 -0.53
H 2.380 2.503 1.715 -0.130 -0.171 -0.028 0.29
H -1.784 0.174 -0.575 0.136 -0.246 -0.187 0.35
H -0.607 -1.394 1.559 -0.353 0.089 0.315 0.21
H -2.260 -1.180 1.292 0.218 -0.104 -0.097 0.26
H 1.115 -0.701 -0.285 0.040 0.132 0.101 0.45
H 0.439 0.429 -1.447 -0.033 -0.019 0.015 0.49
H -1.044 -2.858 -0.503 -0.128 0.158 0.247 0.27
H 0.059 2.781 -0.785 -0.167 0.005 -0.141 0.29
H 0.738 3.350 0.813 -0.059 0.079 0.184 0.37
H -0.763 -2.949 -2.926 0.071 -0.153 0.099 0.27
H -0.630 -1.130 -2.991 -0.136 0.136 -0.051 0.23